{
  "formula": "C5H8O2",
  "method": "wB97M-V/def2-TZVPD",
  "total_charge": 0,
  "relative_energy_kj_mol": 465.45,
  "gap_ev": 8.659,
  "lumo_ev": -0.22,
  "elements": ["C", "C", "O", "C", "C", "O", "C", "H", "H", "H", "H", "H", "H", "H", "H"],
  "xyz": [[0.752, -0.133, 1.565], [0.581, 0.300, 0.121], [0.734, -0.779, -0.782], [-0.435, -0.861, -1.583], [-1.117, 0.483, -1.342], [-0.738, 0.768, -0.012], [0.737, 1.004, 2.497], [0.129, -1.018, 1.767], [1.811, -0.443, 1.718], [1.306, 1.090, -0.133], [-1.066, -1.695, -1.248], [-0.149, -1.023, -2.627], [-0.744, 1.255, -2.031], [-2.208, 0.448, -1.387], [0.406, 0.603, 3.477]],
  "atomic_forces_ev_per_a": [[-0.14, 0.19, 0.05], [0.22, 0.12, 0.14], [0.06, -0.03, 0.04], [-0.24, -0.05, -0.20], [-0.09, -0.05, -0.25], [-0.01, 0.02, 0.07], [-0.04, -0.41, -0.01], [0.06, 0.14, 0.03], [-0.05, 0.07, 0.04], [-0.12, -0.07, 0.02], [0.09, 0.11, -0.04], [-0.03, 0.03, 0.14], [-0.03, -0.10, 0.09], [0.16, -0.02, -0.04], [0.16, 0.05, -0.09]]
}

{
  "formula": "C3H6N3",
  "method": "wB97M-V/def2-TZVPD",
  "s_squared": 2.02,
  "total_charge": 1,
  "relative_energy_kj_mol": 186.30,
  "spin_multiplicity": 3,
  "gap_ev": [10.520, 9.050],
  "lumo_ev": [-3.90, -6.98],
  "elements": ["C", "C", "C", "N", "N", "N", "H", "H", "H", "H", "H", "H"],
  "xyz": [[1.501, -0.988, -1.149], [0.391, 0.020, -1.284], [-1.004, 0.857, 0.732], [1.632, -1.323, 0.066], [0.551, -0.948, 0.717], [-0.256, -0.100, 0.000], [0.766, 0.928, -1.522], [-0.181, -0.328, -2.050], [-1.350, 0.313, 1.619], [-0.490, 1.572, 1.318], [-1.671, 1.273, -0.051], [0.111, -1.275, 1.603]],
  "atomic_forces_ev_per_a": [[0.39, 1.24, 1.97], [0.64, -2.62, 1.03], [-1.40, -0.48, -0.18], [0.64, -2.22, -1.00], [-2.50, 1.87, 0.82], [2.44, -1.51, 0.52], [1.14, 3.24, -0.54], [-2.38, -0.57, -2.28], [-1.54, -0.17, -0.64], [1.52, 1.45, -0.48], [-0.35, -0.03, 1.43], [1.39, -0.19, -0.65]]
}

{
  "formula": "C42H49IrN6O4",
  "method": "wB97M-V/def2-TZVPD",
  "s_squared": 0.80,
  "total_charge": 1,
  "relative_energy_kj_mol": 0.00,
  "spin_multiplicity": 2,
  "gap_ev": [5.726, 4.963],
  "lumo_ev": [-4.00, -5.05],
  "elements": ["Ir", "C", "C", "C", "C", "C", "C", "C", "N", "C", "C", "C", "C", "C", "C", "C", "C", "C", "C", "N", "C", "C", "C", "N", "C", "C", "C", "C", "C", "C", "C", "C", "C", "C", "C", "C", "C", "C", "N", "C", "C", "H", "H", "H", "H", "H", "H", "H", "H", "H", "H", "H", "H", "H", "H", "H", "H", "H", "H", "H", "H", "H", "H", "H", "H", "H", "H", "H", "H", "H", "H", "H", "H", "H", "H", "H", "H", "H", "H", "H", "H", "H", "H", "H", "H", "C", "C", "N", "C", "C", "N", "C", "O", "O", "C", "O", "O", "H", "H", "H", "H", "H"],
  "xyz": [[-0.134, -0.072, -0.030], [-0.221, 2.458, -5.890], [-1.081, 1.272, -5.441], [-0.495, 0.554, -4.267], [0.442, -0.433, -4.263], [1.073, -1.133, -5.423], [0.543, -2.559, -5.595], [0.778, -0.664, -2.876], [-0.026, 0.054, -2.067], [-0.713, 0.912, -2.881], [-1.183, 2.123, -2.434], [-1.098, 2.607, -1.128], [-1.599, 3.875, -0.710], [-2.100, 4.955, -1.618], [-3.575, 4.771, -1.986], [-1.639, 3.856, 0.661], [-1.150, 2.581, 1.073], [-1.257, 2.077, 2.370], [-0.750, 0.880, 2.817], [-0.031, 0.047, 2.006], [0.784, -0.656, 2.817], [1.962, -1.228, 2.352], [2.451, -1.138, 1.066], [1.813, -0.581, -0.030], [2.445, -1.147, -1.127], [1.952, -1.246, -2.408], [3.646, -1.828, -0.709], [3.648, -1.827, 0.647], [4.654, -2.439, 1.568], [5.545, -1.392, 2.240], [4.609, -2.514, -1.627], [4.186, -3.953, -1.938], [0.435, -0.435, 4.204], [-0.532, 0.523, 4.203], [-1.147, 1.222, 5.374], [-0.334, 2.442, 5.818], [1.075, -1.118, 5.369], [0.559, -2.546, 5.556], [-0.726, 1.863, -0.027], [-2.107, 4.945, 1.576], [-0.943, 5.754, 2.154], [-0.670, 2.963, -6.745], [0.777, 2.124, -6.177], [-0.102, 3.188, -5.088], [-1.188, 0.567, -6.267], [-2.093, 1.608, -5.203], [2.159, -1.155, -5.295], [0.895, -0.556, -6.332], [0.713, -3.153, -4.695], [1.034, -3.059, -6.429], [-0.530, -2.552, -5.786], [-1.600, 2.797, -3.172], [-1.489, 4.997, -2.522], [-1.965, 5.919, -1.125], [-3.743, 3.814, -2.485], [-3.912, 5.563, -2.656], [-4.203, 4.794, -1.094], [-1.708, 2.729, 3.107], [2.586, -1.742, 3.070], [2.573, -1.764, -3.126], [5.269, -3.139, 1.002], [4.146, -3.042, 2.325], [6.103, -0.825, 1.494], [6.259, -1.864, 2.913], [4.953, -0.679, 2.818], [5.597, -2.512, -1.166], [4.713, -1.941, -2.551], [4.144, -4.548, -1.025], [4.890, -4.425, -2.622], [3.193, -3.986, -2.390], [-1.229, 0.516, 6.203], [-2.171, 1.518, 5.134], [0.673, 2.147, 6.114], [-0.806, 2.939, 6.665], [-0.237, 3.169, 5.010], [0.892, -0.533, 6.272], [2.160, -1.129, 5.239], [-0.516, -2.548, 5.741], [1.050, -3.030, 6.400], [0.741, -3.150, 4.665], [-2.702, 4.522, 2.389], [-2.782, 5.605, 1.029], [-0.262, 5.112, 2.716], [-1.304, 6.536, 2.821], [-0.366, 6.225, 1.357], [-3.961, 1.347, -0.022], [-3.470, -0.053, 0.058], [-2.240, -0.561, 0.012], [-2.379, -1.932, 0.105], [-3.692, -2.259, 0.210], [-4.350, -1.064, 0.181], [-4.492, -3.514, 0.328], [-3.836, -4.649, 0.329], [-5.690, -3.415, 0.413], [-1.185, -2.789, 0.060], [-1.260, -4.009, 0.100], [-0.080, -2.130, -0.050], [-3.196, 2.031, -0.362], [-4.320, 1.678, 0.954], [-4.794, 1.395, -0.724], [-5.358, -1.001, 0.229], [-2.849, -4.512, 0.236]],
  "atomic_forces_ev_per_a": [[-0.72, -0.33, -0.04], [0.02, 0.01, 0.00], [-0.02, -0.02, -0.01], [0.04, 0.01, -0.02], [0.01, 0.01, 0.00], [0.01, 0.03, -0.02], [-0.01, -0.03, 0.01], [-0.01, 0.01, 0.03], [0.05, -0.05, 0.03], [-0.08, 0.07, 0.01], [0.06, -0.04, 0.01], [0.03, -0.01, -0.01], [-0.04, -0.01, 0.04], [0.04, 0.02, 0.00], [-0.02, 0.00, 0.00], [-0.06, -0.02, -0.04], [-0.01, -0.05, 0.00], [0.08, -0.08, -0.02], [-0.13, 0.12, 0.02], [0.07, -0.08, -0.05], [-0.03, 0.03, -0.01], [0.04, 0.01, -0.12], [-0.02, 0.07, 0.13], [0.17, -0.03, -0.03], [-0.04, 0.06, -0.05], [0.01, 0.02, 0.06], [0.03, -0.04, 0.07], [0.03, -0.02, -0.07], [0.00, -0.02, -0.01], [0.00, 0.02, 0.01], [0.01, 0.03, 0.00], [-0.01, -0.01, 0.00], [-0.01, 0.02, 0.01], [0.04, 0.01, -0.01], [-0.02, -0.03, 0.02], [0.02, 0.01, 0.00], [0.01, 0.03, 0.01], [0.00, -0.02, -0.01], [0.12, 0.10, 0.03], [-0.02, 0.00, 0.00], [0.02, 0.00, 0.01], [-0.01, -0.01, 0.00], [-0.01, 0.00, 0.00], [0.00, 0.00, 0.00], [0.00, 0.00, 0.00], [0.01, 0.02, 0.01], [0.00, 0.00, 0.01], [-0.02, -0.01, 0.00], [0.01, 0.01, 0.00], [0.00, 0.01, 0.00], [0.00, 0.00, 0.00], [0.01, 0.00, 0.00], [-0.01, -0.01, 0.00], [0.00, 0.00, -0.01], [0.00, 0.01, 0.00], [0.00, 0.00, 0.00], [0.01, 0.00, 0.00], [0.00, 0.00, 0.00], [-0.01, -0.01, 0.00], [-0.01, -0.01, 0.00], [0.01, 0.01, 0.00], [0.00, 0.01, 0.00], [0.00, -0.01, 0.00], [0.00, 0.00, 0.00], [0.00, -0.01, 0.00], [0.00, -0.01, 0.00], [-0.01, -0.01, 0.00], [0.00, 0.00, 0.00], [0.00, 0.00, 0.00], [0.01, 0.00, 0.00], [0.01, 0.00, 0.00], [0.01, 0.02, -0.01], [-0.01, 0.00, 0.00], [0.00, -0.01, 0.00], [0.00, 0.00, 0.00], [-0.02, -0.01, 0.00], [0.00, 0.00, -0.01], [0.00, 0.00, 0.00], [0.00, 0.01, 0.00], [0.00, 0.00, 0.00], [0.00, 0.00, 0.00], [0.02, 0.01, 0.00], [-0.01, 0.00, 0.00], [0.00, 0.00, -0.01], [-0.01, 0.00, 0.00], [0.07, 0.01, 0.02], [-0.07, 0.02, -0.05], [0.10, 0.24, 0.06], [0.01, -0.15, 0.03], [0.00, 0.10, 0.00], [0.01, -0.02, -0.03], [-0.03, -0.01, 0.00], [0.10, 0.02, -0.02], [0.03, 0.00, 0.00], [0.22, 0.09, -0.10], [-0.13, -0.01, 0.04], [0.10, -0.06, 0.05], [0.00, -0.01, 0.00], [0.02, 0.01, 0.01], [-0.01, -0.01, 0.02], [-0.01, 0.01, 0.00], [-0.03, 0.00, 0.03]]
}

{
  "formula": "C12H28CrN2O6",
  "method": "wB97M-V/def2-TZVPD",
  "s_squared": 6.22,
  "total_charge": 2,
  "spin_multiplicity": 5,
  "gap_ev": [7.151, 4.388],
  "lumo_ev": [-7.73, -11.15],
  "elements": ["Cr", "C", "C", "O", "O", "H", "H", "H", "C", "C", "O", "O", "H", "H", "H", "C", "C", "C", "O", "C", "N", "H", "H", "H", "H", "H", "H", "H", "H", "H", "H", "H", "C", "C", "C", "O", "C", "N", "H", "H", "H", "H", "H", "H", "H", "H", "H", "H", "H"],
  "xyz": [[-1.499, 1.453, -2.537], [-2.378, -0.546, 0.981], [-2.133, 0.407, -0.186], [-2.961, 0.623, -1.099], [-1.045, 0.885, -0.550], [-2.594, -1.576, 0.695], [-3.291, -0.388, 1.555], [-1.472, -0.539, 1.586], [-0.034, -1.936, -4.458], [-0.498, -0.782, -3.571], [-1.664, -0.495, -3.484], [0.201, 0.084, -3.112], [0.018, -1.776, -5.535], [-0.392, -2.908, -4.119], [1.016, -1.993, -4.171], [0.345, -2.431, 2.651], [1.327, -3.558, 3.009], [2.652, -2.900, 3.395], [3.626, -3.857, 3.802], [4.279, -4.471, 2.783], [0.721, -4.130, 4.204], [0.653, -1.898, 1.752], [0.114, -1.682, 3.409], [-0.557, -2.966, 2.352], [1.393, -4.408, 2.330], [2.566, -2.123, 4.155], [3.077, -2.260, 2.622], [5.262, -4.048, 2.579], [3.673, -4.561, 1.881], [4.482, -5.492, 3.107], [1.562, -4.588, 4.525], [0.132, -4.897, 3.915], [1.119, 4.704, -1.061], [-0.099, 3.735, -1.158], [-1.462, 4.363, -1.395], [-2.504, 3.380, -1.481], [-3.765, 4.077, -1.445], [0.105, 2.833, -2.247], [1.381, 5.174, -0.113], [1.047, 5.505, -1.797], [1.964, 4.061, -1.311], [-0.195, 3.183, -0.223], [-1.468, 4.951, -2.314], [-1.588, 5.089, -0.592], [-4.663, 3.474, -1.581], [-3.824, 4.874, -2.185], [-3.965, 4.485, -0.454], [0.351, 3.520, -2.946], [0.987, 2.348, -2.161]],
  "atomic_forces_ev_per_a": [[2.13, -2.83, 2.84], [0.44, 0.48, 0.04], [-2.37, -1.54, -1.82], [-2.65, -0.23, -0.37], [4.17, 1.18, 0.22], [0.51, 0.05, -0.93], [0.21, 0.96, 0.07], [-0.30, 0.02, 0.29], [2.05, 0.00, 2.04], [-0.56, -2.55, -3.90], [-6.94, 0.16, 0.08], [4.78, 4.51, 2.59], [-0.85, 0.23, 0.21], [-0.70, 0.24, -0.47], [0.42, -0.16, -0.21], [-0.12, -0.67, -2.10], [-1.93, 3.24, 1.71], [1.76, 0.51, -0.33], [-1.82, 1.41, 1.38], [0.66, -2.15, -1.02], [2.63, -1.64, -1.38], [0.14, 0.04, -0.07], [0.33, -0.52, 0.37], [-0.42, 0.33, 0.14], [0.59, 0.22, -0.76], [-0.57, -0.71, 0.79], [-0.16, -0.59, -0.88], [0.05, 0.50, -0.14], [0.02, 0.46, -0.30], [0.20, -0.09, 0.15], [0.17, -0.57, 2.03], [-1.44, 0.13, 0.48], [-0.42, -0.43, -0.38], [-0.60, 0.95, 2.35], [0.77, 0.88, 0.15], [0.18, 0.23, -0.19], [-1.17, 0.22, 0.34], [-0.02, -0.40, -1.39], [-0.62, -0.24, 0.16], [0.04, -0.03, -0.17], [0.32, 0.28, -0.06], [0.17, -0.22, -0.05], [0.07, 0.08, -0.31], [-0.63, -0.16, 0.21], [0.65, -0.85, -0.44], [0.35, 0.02, -0.04], [0.63, 0.27, 0.12], [-0.26, -0.20, -1.34], [0.13, -0.80, 0.27]]
}

Number 1: molecular weight 100.1 g/mol. Number 2: molecular weight 84.1 g/mol. Number 3: molecular weight 894.1 g/mol. Number 4: molecular weight 348.4 g/mol.